A cluster of 2 separate species, C3H6F3NO in total, computed with ωB97M-V with the def2-TZVPD basis set.

Each line ends with the Mulliken charge.
Cartesian coordinates (Å):
C (-1.20433, -1.22631, -0.21761)  -0.225
C (0.25773, 1.76017, -0.56909)  -0.560
C (1.43154, 0.89790, -0.95725)  1.065
N (-1.19985, -0.58768, 1.10255)  -0.515
O (0.01499, 1.81485, 0.65026)  -0.131
F (1.15057, 0.03407, -1.83847)  -0.205
F (2.06076, 0.14553, 0.13396)  -0.334
F (2.58677, 1.55940, -1.30907)  -0.287
H (-2.24926, -1.19921, -0.68629)  0.248
H (-0.44384, -0.70455, -0.72094)  -0.077
H (-1.02010, -2.30687, -0.27876)  0.276
H (-1.78689, -1.07086, 1.85311)  0.220
H (-0.23118, -0.57155, 1.52098)  0.190
H (0.63307, 1.45510, 1.31665)  0.336

Relative energy (zero: lowest compared OMol25 entry of this formula, charge and spin), kJ/mol: 404.5
Lowest unoccupied orbital energy, eV: -0.1727
HOMO, eV: -9.531
Strongest force on any atom, eV/A: 5.8
Gap between HOMO and LUMO, Ha: 0.344


A structure of composition C3H6F3NO4S2, computed with ωB97M-V with the def2-TZVPD basis set.

Each line ends with the Mulliken charge.
Cartesian coordinates (Å):
C (-0.58982, 1.27895, 0.62144)  -0.952
C (0.01576, 0.27644, -0.24156)  -0.624
C (3.44260, 0.34723, -0.08854)  0.678
N (-0.11121, -2.22931, -1.41900)  -0.531
O (2.48505, -1.99459, -0.34672)  -0.664
O (2.33450, -1.05884, 1.97878)  -0.523
O (-1.95510, -1.30718, 0.04426)  -0.599
O (0.05700, -1.82503, 1.17192)  -0.553
F (2.80744, 0.76081, -1.21742)  -0.262
F (3.67938, 1.38901, 0.64065)  -0.197
F (4.48918, -0.32189, -0.40266)  -0.169
S (2.15181, -0.93434, 0.56353)  1.023
S (-0.56978, -1.35241, -0.00538)  0.877
H (-1.28757, 0.67832, 1.19946)  0.373
H (0.08620, 1.73937, 1.33171)  0.258
H (-0.93985, 2.08651, -0.09078)  0.262
H (0.58763, 0.57914, -1.08612)  0.895
H (-0.74394, -3.05178, -1.40810)  0.310
H (0.88537, -2.30349, -1.36548)  0.400

Relative energy (zero: lowest compared OMol25 entry of this formula, charge and spin), kJ/mol: 0.0
Lowest unoccupied orbital energy (alpha / beta), eV: 0.6390 / -3.3101
HOMO (alpha / beta), eV: -8.366 / -11.173
Strongest force on any atom, eV/A: 3.7
Gap between HOMO and LUMO (alpha / beta), Ha: 0.331 / 0.289
Spin multiplicity: 3


A cluster of 2 separate species, C3H6F3NS in total, computed with ωB97M-V with the def2-TZVPD basis set.

Each line ends with the Mulliken charge.
Cartesian coordinates (Å):
C (1.31322, -0.60190, -1.01485)  -0.228
C (2.80819, 0.20805, 0.84701)  -0.822
C (-3.48192, 0.02000, -0.09580)  0.575
N (1.58351, 0.26660, -0.02451)  -0.033
F (-2.92314, -1.08663, 0.33982)  -0.208
F (-4.56539, 0.23484, 0.57421)  -0.203
F (-3.90828, -0.39514, -1.30293)  -0.252
S (0.67169, 1.62522, 0.36195)  -0.351
H (0.37469, -0.35696, -1.54583)  0.259
H (1.99470, -1.39601, -1.02480)  0.257
H (-2.82942, 0.82764, -0.22852)  0.082
H (3.65047, 0.79535, 0.39184)  0.245
H (2.54816, 0.75059, 1.70348)  0.304
H (2.76351, -0.89166, 1.01892)  0.374

Relative energy (zero: lowest compared OMol25 entry of this formula, charge and spin), kJ/mol: 131.7
SMILES string: C=[N+](C)[S-].FC(F)F
Lowest unoccupied orbital energy (alpha / beta), eV: -0.2503 / -0.2499
HOMO (alpha / beta), eV: -8.195 / -8.195
Strongest force on any atom, eV/A: 4.7
Gap between HOMO and LUMO (alpha / beta), Ha: 0.292 / 0.292


A structure of composition C3H6F6Li2N3O15S6, computed with ωB97M-V with the def2-TZVPD basis set.

Each line ends with the Mulliken charge.
Cartesian coordinates (Å):
Li (-24.00350, -9.57436, 6.98334)  0.852
Li (-21.92098, -9.58571, 5.61388)  1.414
N (-17.46815, -7.93614, 7.18286)  -0.401
S (-18.94757, -8.71605, 7.67739)  0.904
O (-20.06500, -8.68617, 6.75740)  -0.283
O (-19.16168, -8.70738, 9.11881)  -0.580
F (-18.41404, -10.17995, 7.34992)  -0.289
S (-17.94688, -6.50632, 7.52732)  1.080
O (-17.48962, -6.20036, 8.86678)  -0.647
O (-19.17331, -5.89745, 7.10121)  -0.516
F (-16.83279, -5.68979, 6.66374)  -0.325
N (-22.49860, -11.00760, 6.89551)  -0.168
S (-22.15041, -11.05103, 8.61212)  1.001
O (-20.92854, -11.66652, 9.01039)  -0.500
O (-23.37261, -11.23234, 9.32276)  -0.559
F (-21.98357, -9.44383, 8.71678)  -0.198
S (-22.44348, -12.60418, 6.87717)  0.855
O (-23.42673, -13.38572, 7.60031)  -0.588
O (-21.13217, -13.15089, 6.72207)  -0.571
F (-22.89217, -12.78546, 5.36608)  -0.320
N (-23.40041, -8.29897, 5.53681)  -0.200
S (-24.54370, -8.06041, 4.33511)  0.991
O (-23.93146, -7.94493, 3.02827)  -0.519
O (-25.79714, -7.44790, 4.66765)  -0.548
F (-25.10818, -9.58846, 4.26812)  -0.343
S (-23.19275, -6.74569, 5.63841)  0.907
O (-24.19891, -6.11197, 6.46907)  -0.576
O (-22.48420, -6.04714, 4.58359)  -0.536
F (-22.01500, -6.82452, 6.73811)  -0.247
C (-22.42496, -10.09084, 1.45059)  -0.556
O (-21.50198, -11.09360, 1.79692)  -0.372
C (-21.02854, -11.19737, 3.01333)  0.782
O (-21.07098, -10.35185, 3.87840)  -0.593
O (-20.27644, -12.31614, 3.05398)  -0.377
C (-19.56540, -12.74657, 4.19330)  -0.490
H (-22.11766, -9.10953, 1.08004)  0.290
H (-23.15164, -9.93608, 2.24363)  0.177
H (-22.90279, -10.44987, 0.53642)  0.323
H (-19.35836, -11.87420, 4.81552)  0.217
H (-18.65124, -13.26659, 3.91542)  0.278
H (-20.18560, -13.44432, 4.75306)  0.231

Relative energy (zero: lowest compared OMol25 entry of this formula, charge and spin), kJ/mol: 125.9
Lowest unoccupied orbital energy, eV: 0.8688
HOMO, eV: -6.671
Strongest force on any atom, eV/A: 10.5
Gap between HOMO and LUMO, Ha: 0.277
Net charge: -1


An isolated molecule of C3H6FN, computed with ωB97M-V with the def2-TZVPD basis set.

Each line ends with the Mulliken charge.
Cartesian coordinates (Å):
C (-1.73507, -0.27641, 0.10362)  -0.062
C (1.25821, 0.65703, 0.16277)  -1.158
C (0.46010, -0.52709, -0.37470)  -0.178
N (-0.86158, -0.00288, -0.72806)  -0.363
F (-3.04653, 0.13142, -0.11014)  -0.213
H (-1.80814, -0.97060, 0.97400)  0.287
H (1.03554, 1.56058, -0.31068)  0.391
H (1.21562, 0.81991, 1.23404)  0.319
H (2.27646, 0.54562, -0.10010)  0.368
H (0.38103, -1.19275, 0.46487)  0.267
H (0.82436, -0.74483, -1.31561)  0.343

Relative energy (zero: lowest compared OMol25 entry of this formula, charge and spin), kJ/mol: 115.3
Lowest unoccupied orbital energy (alpha / beta), eV: 1.1133 / -2.9992
HOMO (alpha / beta), eV: -5.700 / -10.838
Strongest force on any atom, eV/A: 14.7
Gap between HOMO and LUMO (alpha / beta), Ha: 0.250 / 0.288
Spin multiplicity: 3


A cluster of 2 separate species, C3H6FOP in total, computed with ωB97M-V with the def2-TZVPD basis set.

Each line ends with the Mulliken charge.
Cartesian coordinates (Å):
C (-0.33070, 0.75820, -0.79330)  0.003
C (0.16397, 0.17581, 0.33233)  -0.126
C (0.51207, 1.33831, -1.90823)  -0.896
O (-0.57118, -0.28953, 1.27635)  -0.504
F (0.39810, -3.12292, 2.47222)  -0.282
P (-1.22477, -2.76239, 2.28317)  0.267
H (-1.44993, 0.59760, -0.95060)  0.287
H (1.22464, 0.31565, 0.52668)  0.345
H (1.00563, 2.18849, -1.41571)  0.272
H (1.27288, 0.59337, -2.11934)  0.277
H (0.00442, 1.78046, -2.79488)  0.300
H (-1.00513, -1.57305, 3.09131)  0.058

Relative energy (zero: lowest compared OMol25 entry of this formula, charge and spin), kJ/mol: 251.6
Lowest unoccupied orbital energy (alpha / beta), eV: -0.3414 / -1.5578
HOMO (alpha / beta), eV: -9.537 / -7.899
Strongest force on any atom, eV/A: 4.0
Gap between HOMO and LUMO (alpha / beta), Ha: 0.338 / 0.233


A structure of composition C3H6GaO3, computed with ωB97M-V with the def2-TZVPD basis set.

Each line ends with the Mulliken charge.
Cartesian coordinates (Å):
O (-1.18162, 0.45558, -2.04626)  -0.172
C (-2.20506, 1.10049, -1.88134)  0.121
H (-2.95687, 1.16826, -2.68544)  0.296
H (-2.36109, 1.70910, -0.97307)  0.271
O (1.67262, -0.09815, -0.60143)  -0.286
C (1.65766, -0.04270, 0.79828)  -0.362
C (0.57671, -0.96829, 1.39516)  -0.373
O (-0.64997, -0.83300, 0.72795)  -0.292
Ga (-0.06254, -0.39922, -0.90769)  0.558
H (1.44687, 0.99434, 1.14601)  0.288
H (2.64062, -0.32700, 1.22899)  0.330
H (0.47842, -0.74310, 2.47840)  0.329
H (0.94425, -2.01632, 1.32046)  0.294

Relative energy (zero: lowest compared OMol25 entry of this formula, charge and spin), kJ/mol: 0.0
Lowest unoccupied orbital energy, eV: -6.6298
HOMO, eV: -14.165
Strongest force on any atom, eV/A: 2.3
Gap between HOMO and LUMO, Ha: 0.277
Net charge: +1


A cluster of 2 separate species, C3H6IN2 in total, computed with ωB97M-V with the def2-TZVPD basis set.

Each line ends with the Mulliken charge.
Cartesian coordinates (Å):
C (-0.17165, 0.38439, -1.30973)  -0.027
C (-0.15083, 0.65160, 0.94549)  -0.094
C (-0.13954, -0.79611, 0.53508)  -0.771
N (-0.16669, 1.30430, -0.36002)  -0.081
N (-0.34325, -0.82507, -0.81726)  0.064
I (2.63462, -2.10030, 1.02106)  -0.065
H (-0.45080, 0.61824, -2.38258)  0.339
H (-1.06363, 0.87896, 1.43605)  0.320
H (0.83179, 0.93495, 1.63665)  0.298
H (-0.62545, -1.71043, 1.05446)  0.458
H (0.01403, 2.31438, -0.32507)  0.260
H (-0.36860, -1.65492, -1.43413)  0.297

Relative energy (zero: lowest compared OMol25 entry of this formula, charge and spin), kJ/mol: 220.7
Lowest unoccupied orbital energy (alpha / beta), eV: -6.3980 / -6.4065
HOMO (alpha / beta), eV: -12.458 / -12.484
Strongest force on any atom, eV/A: 4.2
Gap between HOMO and LUMO (alpha / beta), Ha: 0.223 / 0.223
Net charge: +1


A cluster of 2 separate species, C3H6IN2O in total, computed with ωB97M-V with the def2-TZVPD basis set.

Each line ends with the Mulliken charge.
Cartesian coordinates (Å):
C (-0.43682, 0.72454, 1.32262)  0.098
C (0.93470, -1.01593, -1.52560)  -1.234
C (-0.21240, -0.90960, -0.53825)  -0.278
N (-0.57619, 2.80717, 1.63112)  0.295
N (-0.16676, 0.37703, 0.13178)  -0.120
O (-0.89838, 2.93872, 2.69933)  -0.079
I (-1.04201, -0.25285, 2.99009)  0.361
H (0.97056, -0.13828, -2.16484)  0.393
H (1.88734, -1.11725, -1.01071)  0.343
H (0.79415, -1.88713, -2.16011)  0.344
H (-0.19830, -1.71375, 0.19771)  0.325
H (-1.16945, -0.94714, -1.07363)  0.271
H (0.11356, 1.13448, -0.49951)  0.280

Relative energy (zero: lowest compared OMol25 entry of this formula, charge and spin), kJ/mol: 369.8
Lowest unoccupied orbital energy, eV: -5.4857
HOMO, eV: -13.708
Strongest force on any atom, eV/A: 2.0
Gap between HOMO and LUMO, Ha: 0.302
Net charge: +1